a.
Here is C6H14NO as an isolated structure from the Open Molecules 2025 dataset. Energies are from the ωB97M-V functional and the def2-TZVPD basis.

```
! wB97M-V def2-TZVPD RIJCOSX def2/J DEFGRID3
* xyz -1 1
C 0.66 3.58 -2.13
C 0.34 2.57 -1.03
N 1.00 1.34 -1.32
C 1.00 0.45 -0.19
C -1.28 -3.39 0.53
C -0.18 -2.66 1.26
C -0.65 -1.65 2.21
O -0.09 -0.99 3.07
H 0.36 3.18 -3.11
H 0.16 4.55 -1.98
H 1.74 3.74 -2.15
H 0.64 3.02 -0.06
H -0.77 2.48 -0.97
H 2.02 0.06 -0.03
H 0.61 0.88 0.74
H 0.36 -0.45 -0.41
H -1.93 -3.93 1.22
H -1.89 -2.60 0.08
H -0.94 -4.06 -0.25
H 0.83 -3.03 1.40
H -1.76 -1.62 2.16
H -0.24 -1.48 0.96
*
```

highest occupied orbital energy: -1.006 eV
LUMO: 3.3 eV

b.
Here is an isolated ion of composition C6H14NO and charge -1 from the Open Molecules 2025 dataset. Energies are from the ωB97M-V functional and the def2-TZVPD basis.

```
! wB97M-V def2-TZVPD RIJCOSX def2/J DEFGRID3
* xyz -1 1
C -1.20 -0.29 2.75
C 0.00 -0.81 1.96
C 0.65 0.29 1.11
C -0.12 0.55 -0.19
C 0.70 0.28 -1.45
N 0.86 -1.17 -1.61
C 0.07 0.92 -2.74
O -0.66 0.04 -3.47
H -2.01 -0.04 2.05
H -1.60 -1.06 3.41
H -0.94 0.59 3.32
H 0.71 -1.28 2.66
H -0.32 -1.62 1.30
H 0.65 1.24 1.67
H 1.70 0.06 0.95
H -0.58 1.54 -0.26
H -0.97 -0.12 -0.32
H 1.74 0.62 -1.34
H 0.99 -1.33 -2.60
H -0.04 -1.59 -1.42
H 0.88 1.38 -3.37
H -0.52 1.82 -2.43
*
```

highest occupied orbital energy: -2.238 eV
LUMO: 3.6 eV
SMILES: CCCC[C@@H](N)C[O-]

c.
Here is an isolated ion of composition C6H14NO and charge -1 from the Open Molecules 2025 dataset. Energies are from the ωB97M-V functional and the def2-TZVPD basis.

```
! wB97M-V def2-TZVPD RIJCOSX def2/J DEFGRID3
* xyz -1 1
C 0.01 1.78 2.65
C -1.02 1.34 1.56
C -0.79 -0.08 1.01
N -0.99 -0.27 -0.41
C 0.09 0.33 -1.19
C 0.67 -0.63 -2.29
C 0.94 -2.13 -1.90
O -0.02 -2.79 -1.16
H -0.08 1.06 3.50
H -0.11 2.81 2.96
H 1.05 1.65 2.33
H -0.82 1.99 0.72
H -2.03 1.41 1.95
H -1.44 -0.78 1.56
H 0.26 -0.42 1.23
H -0.98 -1.33 -0.65
H -0.20 1.31 -1.56
H 0.95 0.49 -0.47
H -0.05 -0.70 -3.11
H 1.57 -0.26 -2.73
H 1.22 -2.67 -2.85
H 1.77 -2.12 -1.16
*
```

highest occupied orbital energy: -2.488 eV
LUMO: 3.7 eV
SMILES: CCCNCCC[O-]

Which of them is the most stable, and which is the least stable? b and a, in that order.